No. 1
Below is the molecule C7H11N3O in a non-equilibrium geometry, with properties calculated with ωB97M-V/def2-TZVPD.

orbital gap = 9.67 eV
spin multiplicity = 1
calculated total energy = -512.7462 Eh
SMILES = C=Cc1cnn(C(C)(C)O)n1

XYZ file:
```
22
C7H11N3O, DFT ωB97M-V/def2-TZVPD
C -1.599 -3.208 -0.812
C -0.515 -3.203 -0.076
C 0.108 -1.894 0.310
C 1.006 -1.630 1.328
N 1.346 -0.323 1.315
N 0.607 0.142 0.306
C 0.438 1.713 0.046
C 0.568 1.904 -1.436
C -0.836 2.258 0.648
O 1.471 2.256 0.773
N -0.167 -0.708 -0.303
H -2.234 -4.004 -0.858
H -2.038 -2.460 -1.373
H -0.047 -4.000 0.522
H 1.356 -2.358 2.027
H 0.947 1.072 -1.859
H 0.886 2.925 -1.690
H -0.389 1.937 -1.889
H -0.600 2.261 1.790
H -1.012 3.367 0.413
H -1.696 1.769 0.346
H 2.398 2.182 0.473
```

***

No. 2
Below is a 2-piece molecular cluster, CH2IO3S overall in a non-equilibrium geometry, with properties calculated with ωB97M-V/def2-TZVPD.

orbital gap (spin up / spin down) = 6.20 / 8.12 eV
spin multiplicity = 1
charge = -1
calculated total energy = -960.8640 Eh

XYZ file:
```
8
CH2IO3S, DFT ωB97M-V/def2-TZVPD
C 1.489 2.737 -0.097
O -1.377 1.554 -2.468
O 0.726 2.068 -3.764
O 0.404 -0.142 -2.644
S 0.073 1.277 -2.643
I -0.142 1.899 0.851
H 2.362 2.157 -0.220
H 1.147 3.061 -1.086
```

***

No. 3
Below is the molecule C24H24N2O5, with properties calculated with ωB97M-V/def2-TZVPD.

orbital gap = 7.94 eV
spin multiplicity = 1
calculated total energy = -1414.7066 Eh
SMILES = COc1ccc(OC)c(NC(=O)COC(=O)c2c3c(nc4ccccc24)CCCC3)c1

XYZ file:
```
55
C24H24N2O5, DFT ωB97M-V/def2-TZVPD
C 6.752 1.037 1.792
O 6.587 -0.097 0.973
C 5.415 -0.237 0.295
C 5.294 -1.373 -0.500
C 4.142 -1.609 -1.227
C 3.086 -0.713 -1.176
O 1.892 -0.848 -1.842
C 1.690 -1.989 -2.636
C 3.207 0.436 -0.376
N 2.101 1.297 -0.353
C 1.859 2.329 0.483
O 2.628 2.787 1.299
C 0.442 2.904 0.305
O -0.559 1.929 0.596
C -1.017 1.182 -0.410
O -0.626 1.273 -1.549
C -2.067 0.226 0.049
C -3.398 0.573 -0.003
C -4.349 -0.408 0.385
N -4.014 -1.609 0.771
C -2.718 -1.963 0.833
C -2.387 -3.267 1.255
C -1.079 -3.654 1.331
C -0.049 -2.760 0.996
C -0.337 -1.489 0.583
C -1.676 -1.063 0.485
C -5.818 -0.098 0.386
C -6.163 1.090 -0.503
C -5.260 2.264 -0.145
C -3.816 1.927 -0.501
C 4.362 0.671 0.351
H 6.707 1.963 1.210
H 6.000 1.073 2.586
H 7.742 0.937 2.235
H 6.116 -2.069 -0.537
H 4.077 -2.500 -1.830
H 0.688 -1.881 -3.047
H 1.739 -2.906 -2.039
H 2.416 -2.044 -3.453
H 1.394 1.052 -1.041
H 0.314 3.267 -0.721
H 0.299 3.713 1.023
H -3.195 -3.934 1.513
H -0.825 -4.653 1.655
H 0.980 -3.082 1.071
H 0.458 -0.806 0.327
H -6.361 -0.995 0.086
H -6.109 0.121 1.418
H -7.212 1.359 -0.366
H -6.017 0.824 -1.552
H -5.567 3.163 -0.682
H -5.339 2.468 0.925
H -3.143 2.689 -0.098
H -3.698 1.937 -1.590
H 4.410 1.559 0.956
```

***

No. 4
Below is C2H6N2 as an isolated structure in a non-equilibrium geometry, with properties calculated with ωB97M-V/def2-TZVPD.

orbital gap = 9.24 eV
spin multiplicity = 1
calculated total energy = -189.1991 Eh

XYZ file:
```
10
C2H6N2, DFT ωB97M-V/def2-TZVPD
C 0.946 -0.752 -0.169
N -0.449 1.092 -0.863
C -0.354 -0.004 0.095
N -0.998 -0.164 1.165
H 1.025 -1.624 0.478
H 1.765 -0.058 -0.017
H 0.998 -1.163 -1.183
H -1.132 0.273 -1.066
H -0.879 1.827 -0.299
H -0.921 0.573 1.858
```